Below is the molecule C8H9NO2S in a non-equilibrium geometry, with properties calculated with ωB97M-V/def2-TZVPD.

```
21
Properties=species:S:1:pos:R:3:forces:R:3:mulliken_spin:R:1
S -1.14961 -1.76517 -0.25387 -0.3 -0.3 0.6 0.03
O -2.29658 1.68641 0.88727 -2.6 4.8 0.6 0.76
O -1.62470 0.01509 2.06256 0.1 -1.7 5.1 0.75
N -1.72060 0.60948 0.99419 2.3 -3.3 -5.7 0.43
C 2.63865 0.04947 0.72819 -1.1 -0.1 -1.3 0.00
C -2.90814 -2.16320 -0.05808 -1.3 0.4 -0.4 0.00
C 3.22221 0.86112 -0.24802 -1.5 0.5 -0.5 0.00
C -1.18920 0.01544 -0.24616 2.0 1.8 -1.0 -0.03
C 1.03009 1.32857 -1.12171 1.0 3.7 -3.5 0.00
C 0.52756 0.45164 -0.30463 -5.7 -4.2 3.1 0.04
C 1.26197 -0.20889 0.68699 1.0 0.3 1.8 0.01
C 2.39397 1.59295 -1.11015 0.8 -0.4 0.3 0.00
H -1.88664 0.45198 -1.06612 1.7 -0.6 1.1 0.01
H 0.44916 1.92838 -1.86330 0.1 -0.8 0.8 0.00
H -3.35849 -2.12413 -1.12539 0.2 0.0 2.2 0.00
H -3.45582 -1.60145 0.77041 0.8 0.3 -1.6 0.00
H 2.78144 2.35185 -1.79480 0.1 -0.4 0.2 0.00
H 3.20523 -0.47585 1.44808 0.8 -0.3 0.6 0.00
H 0.87538 -0.77595 1.60965 0.0 0.7 -2.1 0.00
H -3.05671 -3.13935 0.41049 0.6 -0.4 -0.7 0.00
H 4.26083 0.91164 -0.40561 1.2 0.3 0.3 0.00
```
Positions in Å, forces in eV/Å.

Computed properties:
Net charge: 0
Spin multiplicity: 3
Orbital gap (alpha / beta): 8.471 / 5.822 eV
ΔE to the lowest compared entry with this formula, charge and spin: 4.463 eV
HOMO level (alpha / beta): -7.71 / -9.10 eV